1.
DFT (wB97M-V/def2-TZVPD) results for a structure of composition C42H54B3CdCl6N6O24 at a distorted geometry.

Results
Gap between HOMO and LUMO = 1.2 eV
M = 1384.48 g/mol
E_LUMO = -7.05 eV
E = -184244.2385 eV

```
! wB97M-V def2-TZVPD RIJCOSX def2/J DEFGRID3
* xyz -1 1
H -20.40 16.62 -11.55
C -12.49 7.89 -24.88
N -14.57 22.53 -15.09
C -14.12 15.28 -25.64
C -26.38 11.40 -20.95
H -28.23 20.35 -13.09
H -12.46 7.62 -28.38
Cd -22.44 21.67 -25.49
H -12.06 23.04 -16.87
O -17.96 14.01 -19.68
C -27.07 12.52 -18.76
H -30.92 19.43 -13.14
H -14.37 14.63 -24.80
H -28.67 29.17 -20.29
C -27.56 26.74 -19.93
C -14.82 23.37 -25.60
N -25.59 9.03 -20.02
C -13.68 22.38 -15.80
H -29.22 18.81 -15.58
Cl -9.68 15.83 -16.72
O -19.22 11.14 -21.12
B -21.41 11.81 -28.04
O -19.15 15.51 -21.17
C -20.76 16.09 -19.54
O -20.34 10.80 -28.21
H -26.29 28.48 -20.25
H -26.33 28.06 -18.63
H -11.69 7.87 -24.14
C -19.93 18.50 -10.56
O -11.56 23.16 -24.84
Cl -18.05 17.11 -12.07
O -20.42 17.47 -21.49
H -12.10 21.18 -18.57
H -13.73 5.57 -15.87
C -11.87 7.64 -26.27
C -14.15 20.74 -18.30
H -13.95 19.97 -17.55
O -15.99 23.01 -25.58
Cl -10.63 13.87 -14.32
C -14.30 24.85 -25.49
O -11.85 23.36 -27.11
H -27.47 20.29 -14.58
C -28.16 29.09 -19.33
O -19.88 13.21 -20.86
H -11.20 8.47 -26.48
C -14.34 5.16 -15.06
C -11.37 13.80 -15.91
C -14.37 3.25 -13.27
H -13.69 2.70 -12.64
H -14.87 16.06 -25.78
H -13.52 3.12 -15.21
C -13.64 3.88 -14.44
O -21.04 12.96 -27.18
O -9.82 22.79 -27.86
C -21.42 14.08 -27.79
C -26.99 28.10 -19.50
C -12.59 22.10 -16.74
C -20.05 16.46 -20.85
H -29.68 20.47 -15.16
O -16.68 12.09 -19.89
O -21.73 12.44 -29.36
O -13.77 22.63 -25.81
O -21.93 14.60 -30.15
N -16.67 4.69 -16.12
C -10.40 14.24 -17.07
H -14.44 5.94 -14.30
Cl -13.76 14.44 -27.15
C -20.69 9.73 -27.56
C -22.12 9.88 -27.08
C -12.84 7.41 -27.39
C -13.43 6.83 -24.38
H -20.93 18.92 -10.55
H -15.10 21.20 -18.01
O -20.04 8.68 -27.35
H -13.08 6.35 -27.36
H -27.83 13.00 -20.75
H -11.80 12.81 -16.05
N -14.15 6.00 -23.99
H -13.11 16.76 -24.52
O -21.60 16.80 -19.00
C -26.69 25.81 -20.67
H -11.18 6.80 -26.15
O -9.34 22.45 -24.87
C -10.61 23.01 -26.94
O -21.54 15.16 -27.23
H -30.41 17.85 -13.61
N -25.96 25.12 -21.29
H -26.63 11.20 -21.99
H -28.81 28.79 -18.51
C -12.99 21.66 -18.17
H -14.95 3.92 -12.63
H -9.62 13.52 -17.33
H -20.18 17.92 -12.64
C -27.52 12.13 -20.17
C -19.78 17.50 -11.72
N -27.19 17.48 -12.94
H -31.52 18.75 -14.62
B -19.30 14.44 -20.16
C -27.63 18.47 -13.40
O -22.59 11.10 -27.49
C -21.68 13.76 -29.31
H -26.91 11.64 -18.14
H -12.23 14.47 -15.89
H -19.28 19.37 -10.65
H -12.61 4.13 -14.18
C -15.65 4.91 -15.64
C -17.70 12.78 -20.08
O -20.27 14.93 -19.13
H -12.95 8.88 -24.85
H -28.44 26.90 -20.56
H -13.76 7.95 -27.16
H -11.00 14.42 -17.96
C -10.42 22.77 -25.41
Cl -11.58 14.97 -24.58
C -30.61 18.85 -14.02
H -27.75 30.08 -19.16
H -27.87 26.28 -18.99
H -14.25 20.29 -19.29
B -12.54 23.48 -25.84
C -29.43 19.49 -14.76
O -15.06 25.77 -25.35
H -13.19 22.49 -18.85
H -12.41 16.57 -26.12
H -25.56 12.11 -21.10
H -28.39 11.48 -20.15
Cl -19.73 17.69 -8.97
H -15.16 2.60 -13.65
C -28.17 19.72 -13.97
H -27.78 13.17 -18.25
C -12.85 16.02 -25.28
H -26.15 13.10 -18.76
H -12.00 21.34 -16.23
C -19.01 12.28 -20.76
C -25.95 10.10 -20.41
O -13.02 24.86 -25.74
O -22.75 9.08 -26.46
*
```

Löwdin atomic charge list, values in e, 8 entries: 0.0688 -0.1888 0.1379 -0.6625 -0.2007 0.1172 0.0742 0.5602



2.
DFT (wB97M-V/def2-TZVPD) results for a structure of composition C40H40BrN11O4Ti at a distorted geometry.

Results
Gap between HOMO and LUMO (spin up / spin down) = 4.4 / 6.8 eV
M = 866.60 g/mol
Relative energy (zero: lowest compared OMol25 entry of this formula, charge and spin) = 259.3 kJ/mol
E_LUMO (spin up / spin down) = -2.78 / -2.78 eV
E = -159865.4429 eV

```
! wB97M-V def2-TZVPD RIJCOSX def2/J DEFGRID3
* xyz 1 2
C 0.21 -2.45 -2.53
H 2.70 -0.42 2.88
H 0.07 -2.27 1.53
H -2.17 -6.81 -6.14
C -0.74 -0.60 4.49
C 3.48 -5.15 3.07
H -4.06 5.68 2.95
N -2.02 -1.21 1.36
C 3.78 1.22 -1.95
O 1.52 -1.10 0.71
N 0.85 3.54 -0.32
N -6.92 -2.34 -0.77
H -0.33 -3.10 -7.18
C -1.08 4.11 1.10
H -6.47 -3.86 0.55
N 0.30 -2.07 -1.31
C -0.82 -3.73 -6.46
H -1.90 -3.67 -3.26
C -0.03 3.25 0.61
C 2.89 0.69 -1.05
H -2.28 -2.03 1.90
H -8.65 0.27 0.09
H -4.54 -0.71 0.90
C 1.77 2.71 -0.79
H 0.43 -3.49 -2.81
O -0.92 0.34 -0.42
H -0.90 5.98 0.06
C 1.01 -2.35 0.93
C 1.72 -0.51 3.34
H -4.41 -3.28 -0.76
C -4.67 -2.73 0.15
C -2.10 -5.33 -4.59
H -2.34 -0.38 1.87
C 1.36 -4.47 2.20
H -1.74 -0.58 4.91
Ti 0.53 0.38 0.61
N 0.63 -2.95 -0.36
H -1.04 -5.37 -7.80
H -0.59 -1.16 -5.59
Br 0.29 0.31 -3.24
C -2.14 0.06 -0.68
N 0.73 0.16 2.74
H 2.48 4.34 -1.96
C -0.11 -1.55 -3.59
H -8.23 -1.64 -2.82
N 1.90 1.38 -0.45
C -1.11 2.10 2.18
C -1.68 -4.06 -4.24
C 3.29 -3.09 1.84
C -1.45 5.42 0.81
H -4.18 -3.24 0.98
H -7.50 -0.57 1.05
C -1.86 -5.81 -5.87
N -0.08 2.06 1.30
C 2.13 -5.39 2.90
H 0.30 -4.64 2.07
C -6.18 -2.82 0.38
H 2.96 -0.37 -0.81
C -1.78 3.37 2.08
H 1.12 -3.80 -0.65
C 2.66 3.30 -1.73
C 4.06 -4.01 2.55
C -2.64 -1.22 0.04
H 4.55 0.60 -2.38
O 3.91 -1.99 1.34
H -6.45 -2.25 1.27
H 4.09 -5.86 3.62
N -8.38 -1.06 -2.01
H 4.34 3.02 -3.02
C -1.23 -5.00 -6.80
H -2.60 -5.95 -3.87
N -1.41 1.14 3.06
N -8.06 -0.54 0.21
C -3.22 5.22 2.45
O -2.88 0.69 -1.40
H -2.83 6.97 1.27
C -2.85 3.93 2.76
C -0.48 0.24 3.38
C -1.01 -3.24 -5.16
H 0.09 -1.98 5.89
H 2.38 -1.78 4.93
H -2.22 -2.07 -0.52
C -0.56 -1.91 -4.81
C 0.26 -1.35 5.04
C 1.54 -1.26 4.48
C 3.66 2.57 -2.31
C -4.17 -1.30 0.05
H 5.11 -3.81 2.68
H -3.38 3.35 3.52
H -9.04 -0.31 -2.10
C 1.92 -3.32 1.67
H 1.68 -6.28 3.29
H 3.21 -1.42 0.97
C -7.76 -1.31 -0.85
H -6.75 -2.85 -1.62
H -4.53 -0.82 -0.87
C -2.52 5.96 1.49
*
```

Löwdin atomic charge list, values in e, 8 entries: -0.2032 0.1245 0.1262 0.1038 -0.0152 -0.0758 0.0998 0.0769



3.
DFT (wB97M-V/def2-TZVPD) results for a cluster of 2 separate species, C5H11NO in total at a distorted geometry.

Results
Gap between HOMO and LUMO (spin up / spin down) = 7.3 / 9.5 eV
M = 101.15 g/mol
Relative energy (zero: lowest compared OMol25 entry of this formula, charge and spin) = 689.2 kJ/mol
E_LUMO (spin up / spin down) = 0.14 / 0.72 eV
E = -8894.5539 eV

```
! wB97M-V def2-TZVPD RIJCOSX def2/J DEFGRID3
* xyz 0 1
H 0.55 -0.68 3.31
H -0.98 -0.13 3.12
H -0.18 2.62 1.08
C 0.85 0.57 -2.11
H 1.62 1.31 -1.69
H 1.33 -0.05 -2.88
H -1.60 -0.76 -0.34
C 0.15 0.69 0.21
C 0.17 1.52 1.20
O -0.20 -1.19 1.60
H -1.44 -0.77 -2.15
H 0.36 1.10 2.20
H -0.04 0.91 -2.72
H 1.00 -0.90 -0.51
C 0.35 -0.21 -0.91
N -0.28 -0.95 2.87
H -0.71 -2.06 -1.09
C -0.94 -1.02 -1.19
*
```

Löwdin atomic charge list, values in e, 8 entries: 0.0514 0.1386 0.0990 -0.0744 0.1051 0.0769 0.0765 -0.0421



4.
DFT (wB97M-V/def2-TZVPD) results for a structure of composition C33H33BN9O4PS3Ti at a distorted geometry.

Results
Gap between HOMO and LUMO = 6.9 eV
M = 805.54 g/mol
Relative energy (zero: lowest compared OMol25 entry of this formula, charge and spin) = 5.4 kJ/mol
E_LUMO = -0.82 eV
E = -121950.4936 eV

```
! wB97M-V def2-TZVPD RIJCOSX def2/J DEFGRID3
* xyz 0 1
C -0.27 -1.20 3.75
C 2.27 2.81 1.23
C -0.09 -2.33 2.97
S -2.95 -2.71 0.18
N -0.25 -0.12 2.96
H 5.29 -0.57 -0.56
C 3.45 -0.88 0.55
C -3.13 -2.15 -2.90
H -4.82 -0.50 -5.33
H -4.45 -4.71 -4.67
P -2.09 -1.95 -1.41
N 1.17 2.10 1.49
C -2.28 3.02 2.88
H 2.57 2.98 0.21
C -1.05 3.27 -2.66
H -2.95 2.23 -0.20
H 0.21 -2.36 0.76
O 1.40 -0.19 -0.57
N 0.65 1.34 5.65
C 0.11 -2.42 -3.04
H 2.11 2.73 4.49
H -2.55 1.52 5.13
H -1.88 3.07 -2.00
H -0.20 -1.53 -3.56
H 2.71 -2.85 1.05
H 0.87 1.17 7.71
C -1.57 1.48 5.59
C -3.08 3.26 1.78
H -0.73 -4.28 -0.33
O 2.74 -0.27 1.62
C 2.05 2.68 3.42
O 0.16 2.29 -0.98
H 1.74 -2.83 -4.36
H -0.40 -1.10 4.82
N -1.56 1.70 1.27
H 4.09 -2.85 -0.07
H -2.14 4.17 -4.22
C 4.78 -0.15 0.31
C -4.72 -2.63 -5.12
C 2.86 3.21 2.43
H 5.42 -0.27 1.19
C -4.22 -3.70 -4.38
C -2.59 2.41 0.80
B -0.26 1.37 3.36
C 0.05 -1.83 1.68
H 3.75 3.80 2.56
H 4.34 -2.50 1.65
C 3.66 -2.37 0.81
H -3.05 -4.28 -2.68
H 3.22 -0.44 2.43
C 1.20 -3.15 -3.48
H -3.90 3.95 1.71
N -0.06 -0.50 1.68
C -0.17 -3.96 -1.20
H -2.29 3.46 3.86
C -0.58 -2.83 -1.89
C 0.01 4.07 -4.62
H -3.39 -0.07 -3.36
C -1.22 1.35 6.91
N -0.43 1.48 4.85
Ti 0.16 0.86 0.11
N 0.16 2.87 -2.19
C 0.93 -4.68 -1.64
H 2.13 3.81 -4.68
C -3.63 -1.09 -3.64
H -0.05 4.54 -5.59
C -4.43 -1.33 -4.75
H -0.08 -3.35 3.28
C 0.18 1.27 6.88
C -3.43 -3.46 -3.27
C 1.21 3.67 -4.13
N 1.05 2.01 2.83
C 1.61 -4.28 -2.78
C 1.36 3.03 -2.85
C 2.62 -0.74 -0.72
N -1.40 2.06 2.56
H -5.35 -2.82 -5.99
O 3.02 -1.12 -1.78
H -1.87 1.32 7.76
H 2.47 -4.85 -3.13
H 1.25 -5.56 -1.10
H 4.60 0.91 0.14
C -1.17 3.87 -3.86
S 2.82 2.56 -2.22
S -1.68 0.07 -1.38
*
```

Löwdin atomic charge list, values in e, 8 entries: -0.0260 -0.1166 -0.0198 0.2299 0.0491 0.0963 -0.5150 -0.3817



5.
DFT (wB97M-V/def2-TZVPD) results for an isolated molecule of C5H13N3 at a distorted geometry.

Results
SMILES = [H]/N=C/NCC[C@H](C)N
Gap between HOMO and LUMO = 10.0 eV
M = 115.18 g/mol
Relative energy (zero: lowest compared OMol25 entry of this formula, charge and spin) = 60.4 kJ/mol
E_LUMO = 1.03 eV
E = -9865.7403 eV

```
! wB97M-V def2-TZVPD RIJCOSX def2/J DEFGRID3
* xyz 0 1
N 0.46 -3.54 0.46
H 0.60 -4.47 0.13
H -0.83 3.07 1.91
H 0.73 -2.76 -1.48
H 0.70 1.81 -1.21
H 0.19 3.40 0.66
C 0.64 1.11 -0.38
H -0.76 0.72 1.23
H 0.57 -1.07 0.92
C -0.56 1.50 0.49
H -0.59 -0.31 -1.48
H -2.46 2.27 0.46
N -0.16 2.67 1.27
H -1.71 2.41 -1.14
H -2.36 0.84 -0.54
H 1.54 1.02 0.22
N 0.73 -1.30 -0.05
C -1.83 1.76 -0.28
H 1.11 -0.30 -1.83
C 0.39 -0.28 -1.00
C 0.66 -2.62 -0.39
*
```

Löwdin atomic charge list, values in e, 8 entries: 0.0660 0.0228 0.0617 0.1249 0.1176 0.0730 -0.1596 0.1313



6.
DFT (wB97M-V/def2-TZVPD) results for an isolated molecule of C5H5NOS at a distorted geometry.

Results
Gap between HOMO and LUMO (spin up / spin down) = 7.9 / 8.2 eV
M = 127.17 g/mol
Relative energy (zero: lowest compared OMol25 entry of this formula, charge and spin) = 492.8 kJ/mol
E_LUMO (spin up / spin down) = -0.87 / -0.95 eV
E = -19633.8845 eV

```
! wB97M-V def2-TZVPD RIJCOSX def2/J DEFGRID3
* xyz 0 1
C 0.18 -1.77 0.37
C 1.15 -1.33 1.52
H 0.16 2.46 -0.48
C -0.83 0.67 -0.28
O -1.83 0.50 0.48
N 1.46 -0.14 1.37
C -0.49 1.87 -1.04
S 0.77 -1.49 -1.35
H 1.36 -1.90 2.35
C 0.10 -0.35 -0.22
H 0.02 1.50 -2.04
H -0.68 -2.46 0.46
H -1.39 2.44 -1.14
*
```

Löwdin atomic charge list, values in e, 8 entries: -0.4058 -0.2593 0.0735 -0.4877 0.0749 0.1789 0.0024 0.9581



7.
DFT (wB97M-V/def2-TZVPD) results for a structure of composition C5H20FN10O5Ti at a distorted geometry.

Results
Gap between HOMO and LUMO (spin up / spin down) = 3.9 / 9.2 eV
M = 367.14 g/mol
Relative energy (zero: lowest compared OMol25 entry of this formula, charge and spin) = 22.4 kJ/mol
E_LUMO (spin up / spin down) = 0.50 / 0.15 eV
E = -56484.3027 eV

```
! wB97M-V def2-TZVPD RIJCOSX def2/J DEFGRID3
* xyz 0 4
H -0.79 -3.98 2.34
H -0.91 -2.34 1.85
H 2.92 0.76 -2.46
N -2.81 -2.50 0.34
H 3.39 -4.15 -1.37
H 0.03 2.03 -3.69
H -3.70 -2.81 -0.04
H 2.51 3.48 -0.76
N 2.07 1.22 -2.74
C 0.82 0.76 -2.41
H -3.58 3.06 1.45
F 0.39 -0.37 2.78
C 0.64 3.44 0.32
O -2.55 -4.73 0.49
O -2.07 0.47 0.61
C 2.81 -2.62 -0.19
N 1.17 2.65 1.28
H -2.02 2.93 0.61
H 2.15 2.77 1.43
N 1.56 3.78 -0.63
O 0.60 -0.27 -1.78
H 4.32 -1.47 0.50
N -1.25 -3.29 1.77
N -0.14 1.65 -2.77
O 1.90 -1.95 0.29
H -4.48 1.29 2.49
C -2.90 1.19 1.21
N -4.03 0.73 1.78
H 0.51 2.41 2.01
H 1.12 4.39 -1.30
H 2.10 2.06 -3.28
H 4.81 -2.85 -0.51
H -1.11 1.53 -2.52
N 4.13 -2.32 -0.01
H -4.11 -0.28 1.78
N 2.60 -3.71 -0.94
O -0.55 3.76 0.24
H 1.66 -3.98 -1.19
N -2.80 2.52 1.11
Ti 0.42 -0.10 0.62
H -2.67 -1.52 0.50
C -2.16 -3.62 0.81
*
```

Löwdin atomic charge list, values in e, 8 entries: 0.1032 0.0617 0.0912 0.1357 0.0970 0.0987 0.0963 0.0776



8.
DFT (wB97M-V/def2-TZVPD) results for a cluster of 4 separate species, H8O4 in total at a distorted geometry.

Results
SMILES = O.O.O.O
Gap between HOMO and LUMO = 12.3 eV
M = 72.06 g/mol
Relative energy (zero: lowest compared OMol25 entry of this formula, charge and spin) = 37.6 kJ/mol
E_LUMO = 0.71 eV
E = -8320.2865 eV

```
! wB97M-V def2-TZVPD RIJCOSX def2/J DEFGRID3
* xyz 0 1
H 0.76 2.47 -0.19
H 0.26 -1.41 -0.61
O -0.54 -1.86 -0.97
H 1.33 0.35 0.32
H 1.93 -1.01 0.80
O 0.61 2.00 0.62
O -1.61 0.28 0.31
H -2.00 0.03 1.15
O 1.68 -0.51 -0.01
H -0.74 -1.29 -1.67
H -0.23 1.55 0.41
H -1.44 -0.60 -0.15
*
```

Löwdin atomic charge list, values in e, 8 entries: 0.0499 0.0149 -0.0447 0.0167 0.0775 -0.0534 -0.0782 0.0585



Q: What is the E in the first record?
A: -184244.2385 eV



Q: Which of these has the highest M?
A: C42H54B3CdCl6N6O24



Q: What is the formula in the seventh record?
A: C5H20FN10O5Ti